No. 1
Formula: C39H35BiIN3O6PSSe2
Source: the Open Molecules 2025 dataset
Level of theory: ωB97M-V/def2-TZVPD

Last column: Mulliken charge in e.
Geometry (Å):
Bi -0.22 1.47 0.06  1.8272
O 0.77 3.74 5.92  -0.5702
C 0.77 4.32 4.61  -1.1705
C 1.16 3.27 3.55  2.3815
C 2.56 2.71 3.83  -1.2852
O 2.65 1.88 4.98  -0.5813
C 0.14 2.11 3.58  -0.4517
Se -1.45 2.24 2.43  -0.3875
C 1.17 4.04 2.23  -1.9847
Se 1.80 3.11 0.63  -0.4191
H 0.53 4.43 6.55  0.3442
H 1.50 5.14 4.57  0.4749
H -0.22 4.71 4.37  0.3857
H 3.27 3.55 3.90  0.4364
H 2.86 2.10 2.98  0.3919
H 2.17 2.33 5.69  0.3916
H -0.26 2.02 4.59  0.4378
H 0.66 1.18 3.39  -0.5418
H 1.82 4.92 2.32  0.5935
H 0.16 4.40 2.02  0.5535
I -0.81 -1.77 -2.14  0.2736
C -2.65 -2.79 -2.17  -0.2899
C -3.31 -2.81 -3.37  -0.5433
C -4.36 -3.72 -3.61  -0.7213
C -4.65 -4.66 -2.68  -0.8854
C -3.99 -4.67 -1.42  1.0544
C -4.26 -5.69 -0.49  -0.7911
C -3.64 -5.71 0.73  -1.0590
C -2.83 -4.62 1.10  -0.1356
C -2.57 -3.58 0.24  0.6375
P -2.01 -1.96 0.97  0.7387
C -2.99 -2.07 2.53  0.3853
C -2.47 -2.29 3.80  0.0964
C -3.31 -2.33 4.91  -0.7004
C -4.68 -2.17 4.76  -0.4836
C -5.21 -1.95 3.50  -0.7785
C -4.37 -1.90 2.40  -0.6556
C -0.31 -2.29 1.55  0.8594
C 0.47 -3.35 1.12  -0.6366
C 1.80 -3.44 1.51  -0.7130
C 2.35 -2.49 2.35  -0.6808
C 1.57 -1.43 2.81  -0.8962
C 0.25 -1.33 2.40  -0.7995
C -3.05 -3.65 -1.11  -0.1554
H -2.98 -2.15 -4.17  0.4113
H -4.87 -3.70 -4.57  0.3825
H -5.39 -5.43 -2.88  0.3434
H -4.96 -6.48 -0.76  0.3527
H -3.83 -6.51 1.43  0.3880
H -2.47 -4.57 2.11  0.4655
H -1.41 -2.43 3.94  0.4041
H -2.89 -2.50 5.90  0.4211
H -5.33 -2.20 5.63  0.3734
H -6.28 -1.83 3.37  0.4005
H -4.79 -1.74 1.41  0.4913
H 0.05 -4.09 0.45  0.3434
H 2.41 -4.27 1.15  0.3974
H 3.39 -2.57 2.65  0.4063
H 2.00 -0.69 3.47  0.4828
H -0.36 -0.50 2.74  0.7705
O 1.64 -0.44 -2.43  -0.7476
C 1.79 0.78 -2.61  0.4038
O 1.32 1.73 -1.93  -0.8909
C 2.63 1.22 -3.81  -0.0207
C 2.84 2.57 -4.06  -0.4515
C 3.60 2.97 -5.15  -0.4893
C 4.15 2.00 -5.96  0.1552
C 3.96 0.64 -5.73  -0.4688
C 3.20 0.26 -4.64  -0.3277
N 4.96 2.41 -7.11  1.0022
O 5.43 1.54 -7.82  -0.6295
O 5.13 3.60 -7.30  -0.6266
H 2.39 3.29 -3.40  0.5033
H 3.77 4.02 -5.37  0.4601
H 4.41 -0.08 -6.40  0.4639
H 3.02 -0.78 -4.42  0.5165
C -6.42 3.71 -1.64  -1.2645
C -5.25 2.97 -1.07  0.9538
C -5.42 1.94 -0.14  -1.0327
C -4.27 1.30 0.29  -0.3084
N -3.07 1.63 -0.16  0.0263
C -3.00 2.65 -1.03  0.1814
S -1.40 3.11 -1.53  -0.5172
N -4.05 3.33 -1.51  -0.6115
H -7.31 3.61 -1.01  0.3454
H -6.66 3.30 -2.63  0.2565
H -6.17 4.76 -1.77  0.3596
H -6.39 1.67 0.23  0.3425
H -4.30 0.50 1.02  0.6361

As for the energy relative to the best compared isomer or geometry (same formula, charge and spin): 0.0 kcal/mol. The HOMO energy comes out at -5.1782 eV. Its net charge is -1.

No. 2
Formula: C39H35FKSb2Te
Source: the Open Molecules 2025 dataset
Level of theory: ωB97M-V/def2-TZVPD

Last column: Mulliken charge in e.
Geometry (Å):
K -1.58 1.92 1.01  0.7631
C 1.60 -0.31 -2.05  -1.9572
C 0.45 -1.19 -1.61  0.9463
C -0.75 -0.38 -1.17  -0.4350
Sb -2.47 -1.55 -0.56  0.7849
C -1.27 -2.94 0.56  -0.1745
C -0.59 -4.01 -0.02  0.1855
C 0.20 -4.84 0.75  -0.6188
C 0.32 -4.62 2.11  -0.4821
C -0.35 -3.55 2.69  -0.5445
C -1.14 -2.72 1.92  -0.5835
C -2.56 -2.72 -2.39  0.0403
C -2.99 -4.04 -2.34  -0.4334
C -3.13 -4.79 -3.50  -0.5325
C -2.85 -4.21 -4.73  -0.3999
C -2.45 -2.89 -4.79  -0.5809
C -2.31 -2.15 -3.63  -0.3504
Sb 2.21 1.09 -0.49  0.6640
C 4.28 1.09 -1.16  0.1990
C 4.59 1.41 -2.48  -0.5022
C 5.91 1.55 -2.88  -0.4845
C 6.94 1.37 -1.97  -0.4078
C 6.64 1.05 -0.66  -0.5647
C 5.32 0.91 -0.26  -0.3137
C 2.54 -0.46 0.96  0.2545
C 2.32 -0.21 2.31  -0.8041
C 2.63 -1.17 3.26  -0.4478
C 3.16 -2.39 2.86  -0.5436
C 3.35 -2.66 1.52  -0.6293
C 3.04 -1.69 0.58  0.0052
H 1.30 0.28 -2.92  0.6087
H 2.47 -0.91 -2.32  0.6349
H 0.78 -1.82 -0.77  -0.3714
H 0.16 -1.86 -2.43  0.4491
H -1.07 0.30 -1.96  0.2816
H -0.50 0.22 -0.30  -0.6344
H -0.68 -4.19 -1.09  0.3279
H 0.72 -5.67 0.29  0.3796
H 0.93 -5.27 2.72  0.4133
H -0.25 -3.36 3.75  0.4569
H -1.65 -1.88 2.38  0.3844
H -3.22 -4.49 -1.38  0.4227
H -3.45 -5.82 -3.44  0.3737
H -2.95 -4.79 -5.64  0.3655
H -2.25 -2.43 -5.75  0.3891
H -2.01 -1.11 -3.69  0.4216
H 3.79 1.56 -3.20  0.3365
H 6.14 1.80 -3.91  0.3654
H 7.97 1.48 -2.28  0.3624
H 7.44 0.91 0.06  0.3666
H 5.09 0.66 0.77  0.3687
H 1.91 0.74 2.62  0.4664
H 2.49 -0.96 4.31  0.3875
H 3.42 -3.12 3.61  0.4117
H 3.75 -3.61 1.21  0.3892
H 3.21 -1.91 -0.47  0.2803
F -1.11 1.48 7.68  -0.3514
C -1.32 1.29 6.33  0.4451
C -2.28 2.05 5.68  -0.7384
C -2.43 1.88 4.31  -0.1895
C -1.67 0.99 3.53  -1.4019
C -0.75 0.23 4.28  0.6390
C -0.57 0.35 5.65  -0.6570
H -2.87 2.76 6.23  0.3855
H -3.21 2.47 3.83  0.2997
H -0.13 -0.50 3.78  0.3098
H 0.14 -0.26 6.20  0.3897
Te -2.16 3.62 -1.88  -0.3480
C -3.32 5.35 -1.70  -0.1964
C -2.84 6.55 -1.19  -0.2582
C -3.58 7.71 -1.27  -0.4625
C -4.84 7.71 -1.84  -0.3612
C -5.34 6.51 -2.34  -0.5057
C -4.58 5.37 -2.27  -0.3027
H -1.85 6.58 -0.75  0.3285
H -3.16 8.64 -0.89  0.3191
H -5.43 8.62 -1.90  0.3436
H -6.32 6.48 -2.80  0.3217
H -4.96 4.44 -2.68  0.3009

The HOMO energy comes out at -3.8622 eV. Its net charge is -1.

No. 3
Formula: C39H35FeO4P2S2
Source: the Open Molecules 2025 dataset
Level of theory: ωB97M-V/def2-TZVPD

Last column: Mulliken charge in e.
Geometry (Å):
Fe -1.17 1.66 0.63  -0.2593
C -0.80 -1.06 -4.20  -1.0653
C -1.34 -2.31 -3.56  0.7639
C -1.40 -3.49 -4.30  -0.7735
C -1.92 -4.66 -3.76  -0.7702
C -2.39 -4.66 -2.46  -0.8051
C -2.33 -3.49 -1.71  -0.5543
C -1.81 -2.32 -2.24  0.8782
P -1.68 -0.76 -1.28  1.8678
C -2.30 -1.24 0.37  0.4414
C -3.57 -0.91 0.82  -1.0202
C -3.95 -1.18 2.13  -0.7834
C -3.06 -1.79 2.99  -0.8053
C -1.79 -2.11 2.55  -0.6761
C -1.38 -1.85 1.25  1.0127
C 0.01 -2.22 0.82  -1.3328
C -3.00 0.25 -1.98  -0.1401
C -4.19 -0.28 -2.49  -0.4672
C -5.25 0.54 -2.84  -0.7001
C -5.11 1.91 -2.63  -0.6210
C -3.93 2.45 -2.15  -0.9478
C -2.82 1.64 -1.84  0.3195
C -1.57 2.24 -1.33  -0.9933
H -0.37 -1.28 -5.18  0.4657
H -0.04 -0.59 -3.57  -0.0920
H -1.59 -0.31 -4.33  0.2092
H -1.04 -3.48 -5.32  0.3751
H -1.95 -5.56 -4.36  0.3669
H -2.80 -5.56 -2.02  0.4414
H -2.70 -3.49 -0.69  0.4114
H -4.26 -0.40 0.16  0.3554
H -4.94 -0.89 2.47  0.3679
H -3.34 -1.98 4.02  0.3375
H -1.08 -2.56 3.24  0.4119
H 0.62 -2.48 1.69  0.2088
H 0.50 -1.40 0.29  0.0897
H 0.00 -3.08 0.14  0.3572
H -4.28 -1.36 -2.59  0.4116
H -6.16 0.12 -3.24  0.4045
H -5.93 2.58 -2.86  0.3573
H -3.85 3.52 -2.00  0.3798
H -1.56 3.32 -1.40  0.7189
H -0.69 1.78 -1.78  0.1072
O -0.16 2.17 2.58  -0.5532
S -1.53 2.69 2.93  0.8054
O -2.43 1.57 2.45  -0.4763
O -1.70 3.06 4.31  -0.6550
S -1.80 4.15 1.56  -0.4846
O 0.76 0.95 0.22  1.8286
P 2.13 0.98 0.82  0.9684
C 3.28 0.61 -0.53  0.1698
C 2.72 0.18 -1.73  -0.1426
C 3.54 -0.11 -2.81  -0.7133
C 4.91 0.03 -2.70  -0.5611
C 5.47 0.47 -1.50  -0.7011
C 4.66 0.76 -0.42  -0.3222
C 2.61 2.54 1.53  1.0755
C 1.97 3.70 1.09  -0.6120
C 2.31 4.92 1.64  -0.7396
C 3.30 5.00 2.61  -0.4908
C 3.94 3.85 3.06  -0.7600
C 3.59 2.62 2.52  -0.6144
C 2.40 -0.26 2.09  0.3273
C 3.17 -1.40 1.86  -0.5825
C 3.26 -2.38 2.83  -0.7286
C 2.58 -2.24 4.03  -0.5193
C 1.81 -1.11 4.26  -0.8087
C 1.71 -0.12 3.30  -0.4294
H 1.64 0.08 -1.80  0.0188
H 3.10 -0.44 -3.74  0.4884
H 5.55 -0.19 -3.54  0.3818
H 6.55 0.58 -1.41  0.4000
H 5.10 1.11 0.51  0.4080
H 1.15 3.64 0.38  0.1846
H 1.78 5.81 1.33  0.4069
H 3.55 5.95 3.05  0.3751
H 4.69 3.91 3.83  0.3935
H 4.05 1.71 2.90  0.4329
H 3.69 -1.52 0.92  0.3849
H 3.86 -3.27 2.64  0.3925
H 2.64 -3.02 4.78  0.3717
H 1.26 -1.00 5.19  0.4615
H 1.08 0.75 3.46  0.3651

As for the energy relative to the best compared isomer or geometry (same formula, charge and spin): 6.8 kcal/mol. The HOMO energy (spin up / spin down) comes out at -3.7482 / -4.4505 eV. Its net charge is -1. Its spin multiplicity is 5.

No. 4
Formula: C39H36Cl2I2N5O4PRuS
Source: the Open Molecules 2025 dataset
Level of theory: ωB97M-V/def2-TZVPD

Last column: Mulliken charge in e.
Geometry (Å):
Ru 0.15 -0.04 0.39  0.1940
O -0.90 -2.20 -1.49  -0.5890
N 0.20 -2.04 -0.66  0.8302
C 0.63 -3.17 -0.26  -1.2301
C 1.88 -3.40 0.45  0.5963
C 2.21 -4.74 0.66  -0.9151
C 3.43 -5.09 1.20  -0.7513
C 4.34 -4.11 1.54  -0.7954
C 4.01 -2.77 1.36  -0.3026
C 2.78 -2.40 0.82  0.1702
P 2.48 -0.61 0.65  3.3366
C 3.04 -0.06 2.31  0.2884
C 4.20 0.68 2.53  0.3571
C 4.53 1.09 3.81  -0.6354
C 3.73 0.74 4.89  -0.7593
C 2.59 -0.03 4.68  -0.7747
C 2.25 -0.43 3.40  -0.9974
C 3.74 -0.04 -0.50  0.1861
C 4.04 1.32 -0.59  1.1320
C 4.96 1.79 -1.52  -0.9109
C 5.59 0.89 -2.37  -1.0017
C 5.28 -0.46 -2.31  -0.8640
C 4.36 -0.92 -1.39  -0.9074
H -1.08 -1.29 -1.79  0.3998
H 0.05 -4.04 -0.56  0.3930
H 1.50 -5.51 0.38  0.4560
H 3.68 -6.14 1.34  0.4254
H 5.31 -4.37 1.95  0.4767
H 4.73 -2.00 1.64  0.4231
H 4.84 0.95 1.70  0.5037
H 5.43 1.67 3.98  0.4757
H 3.98 1.08 5.89  0.4344
H 1.97 -0.32 5.52  0.4760
H 1.36 -1.02 3.25  0.3667
H 3.54 2.03 0.07  -0.4924
H 5.17 2.84 -1.58  0.5242
H 6.30 1.25 -3.10  0.4214
H 5.77 -1.16 -2.98  0.4857
H 4.11 -1.98 -1.36  0.4059
I -1.79 3.13 -3.31  0.0318
C -2.80 1.96 -1.92  -0.3645
C -4.19 2.11 -1.76  -0.3703
C -4.90 1.31 -0.90  -0.2503
I -6.96 1.61 -0.72  0.1015
C -4.24 0.31 -0.14  0.6878
C -4.83 -0.60 0.75  -0.7888
C -4.05 -1.51 1.42  -1.1520
C -2.67 -1.52 1.20  -0.5163
N -2.08 -0.68 0.37  0.6938
C -2.84 0.21 -0.30  0.5200
C -2.10 1.01 -1.21  -0.1000
O -0.82 0.73 -1.33  -0.1540
H -4.70 2.87 -2.33  0.3748
H -5.90 -0.57 0.92  0.2049
H -4.49 -2.21 2.12  0.4300
H -2.03 -2.22 1.73  0.4707
C 5.62 5.54 1.43  -1.4942
C 4.96 4.30 2.02  0.3938
N 3.89 4.61 2.96  0.6046
C 4.26 5.24 4.23  -0.8789
C 3.91 6.72 4.27  -1.2092
C 2.60 4.22 2.83  -0.0894
O 1.78 4.31 3.73  -0.6753
C 2.14 3.67 1.50  -0.8193
C 2.20 4.39 0.32  0.4628
C 1.65 3.84 -0.82  -1.8162
C 1.04 2.60 -0.75  -0.1196
N 0.94 1.92 0.40  1.0562
C 1.48 2.46 1.51  -1.4716
H 6.38 5.24 0.71  0.4413
H 6.11 6.13 2.20  0.3964
H 4.89 6.17 0.92  0.2743
H 5.71 3.70 2.54  0.2765
H 4.55 3.68 1.22  -0.4104
H 5.33 5.09 4.37  0.4862
H 3.73 4.72 5.03  0.4518
H 4.39 7.27 3.47  0.2721
H 4.23 7.15 5.22  0.4215
H 2.83 6.85 4.19  0.3012
H 2.67 5.37 0.29  0.6243
H 1.67 4.36 -1.77  0.5474
H 0.61 2.13 -1.62  0.4954
H 1.37 1.91 2.42  1.3374
O -2.63 1.61 2.50  -0.4665
S -1.29 1.31 2.98  0.1765
N -0.38 0.44 2.19  -0.3497
Cl 1.47 -0.36 -2.90  0.0843
C 2.13 0.31 -4.40  -0.6230
Cl 2.53 2.02 -4.25  -0.1291
H 1.38 0.20 -5.17  0.4171
H 3.04 -0.23 -4.64  0.3806

As for the energy relative to the best compared isomer or geometry (same formula, charge and spin): 51.1 kcal/mol. The HOMO energy (spin up / spin down) comes out at -9.8404 / -9.8686 eV. Its net charge is +1. Its spin multiplicity is 2.

No. 5
Formula: C39H36ClN2P2Pr
Source: the Open Molecules 2025 dataset
Level of theory: ωB97M-V/def2-TZVPD

Last column: Mulliken charge in e.
Geometry (Å):
Pr -0.49 0.13 -0.49  0.0775
Cl -1.82 0.81 -2.54  -0.3593
P -0.55 2.37 1.24  1.7136
P 1.08 -2.05 -1.40  1.4566
C -2.16 2.16 2.01  0.3458
C -0.68 3.68 0.01  0.2367
C 0.71 2.68 2.45  0.3983
C 2.27 -2.90 -0.40  0.7517
C -0.28 -3.20 -1.82  0.3335
C 1.72 -1.42 -2.97  0.7764
C -2.26 2.22 3.41  -0.9173
C -3.50 2.14 4.02  -0.5840
C -4.65 1.94 3.26  -0.6486
C -4.54 1.75 1.87  -0.7518
C -3.30 1.83 1.25  -0.1343
H -1.36 2.35 4.00  0.4344
H -3.59 2.30 5.10  0.4402
H -5.63 1.94 3.72  0.4343
H -5.44 1.58 1.27  0.4586
H -3.21 1.64 0.18  0.5373
C 1.12 1.68 3.36  0.0414
C 2.08 2.00 4.32  -0.7760
C 2.63 3.29 4.35  -0.5952
C 2.28 4.25 3.38  -0.6887
C 1.33 3.93 2.41  -0.5778
H 0.72 0.68 3.28  0.2258
H 2.39 1.24 5.06  0.4022
H 3.34 3.54 5.14  0.4007
H 2.70 5.26 3.42  0.4287
H 1.07 4.63 1.64  0.4728
C -1.63 4.67 0.25  -0.3570
C -1.74 5.75 -0.61  -0.7101
C -0.92 5.81 -1.76  -0.5613
C -0.04 4.77 -2.05  -0.6459
C 0.09 3.69 -1.19  -0.2290
H -2.28 4.59 1.11  0.4909
H -2.43 6.56 -0.38  0.4396
H -0.98 6.68 -2.42  0.4085
H 0.58 4.81 -2.97  0.4042
H 0.75 2.86 -1.41  0.3128
C -1.04 -3.02 -3.00  -0.3172
C -2.04 -3.93 -3.34  -0.8103
C -2.39 -4.96 -2.46  -0.5248
C -1.76 -5.02 -1.22  -0.6989
C -0.74 -4.14 -0.88  -0.5507
H -0.86 -2.17 -3.64  0.4600
H -2.51 -3.86 -4.32  0.4463
H -3.13 -5.70 -2.76  0.4643
H -2.06 -5.81 -0.51  0.4409
H -0.31 -4.16 0.11  0.4845
C 2.32 -2.78 1.01  -0.0394
C 3.30 -3.48 1.71  -0.7959
C 4.22 -4.29 1.02  -0.5615
C 4.19 -4.38 -0.39  -0.7343
C 3.21 -3.66 -1.09  -0.5050
H 1.64 -2.12 1.52  0.2327
H 3.35 -3.39 2.81  0.3713
H 4.97 -4.85 1.59  0.3932
H 4.89 -5.01 -0.93  0.4470
H 3.21 -3.70 -2.17  0.3301
C 1.97 -2.37 -3.96  -0.5904
C 2.56 -1.99 -5.17  -0.8811
C 2.81 -0.63 -5.42  -0.5514
C 2.46 0.33 -4.47  -0.6118
C 1.90 -0.04 -3.25  -0.1561
H 1.71 -3.41 -3.82  0.4913
H 2.84 -2.75 -5.90  0.4188
H 3.29 -0.31 -6.36  0.4078
H 2.64 1.41 -4.67  0.4098
H 1.61 0.71 -2.53  0.0485
H 1.45 -0.18 1.31  0.0077
H 1.76 0.88 -0.02  0.2181
N -3.88 -2.43 1.16  0.0288
C -3.37 -2.35 2.48  -0.9200
C -2.18 -1.65 2.33  -0.4744
N -1.97 -1.33 0.96  0.8278
C -3.03 -1.82 0.34  -0.7171
H -4.73 -2.89 0.85  0.2588
H -3.86 -2.77 3.34  0.4256
H -1.44 -1.32 3.04  0.4298
H -3.19 -1.75 -0.74  0.5110

The HOMO energy (spin up / spin down) comes out at -13.3776 / -13.3815 eV. Its net charge is +2. Its spin multiplicity is 3.

The evaluated E_tot for the records listed, in turn: -8177.677427 -2955.406762 -4551.071349 -4432.474273 -3276.579390 a.u..
The evaluated maximum force for the records listed, in turn: 0.18 0.69 0.88 1.08 2.52 eV/Å.